Molecular formula: C3H4Br2N2O3
Method: DFT, the ωB97M-V functional and the def2-TZVPD basis

Values from the calculation:
Electronic energy, Eh: -5599.89072
Net charge: 0
Lowest unoccupied orbital energy, Ha: -0.0244
ΔE to the lowest compared entry with this formula, charge and spin, kcal/mol: 0.00
Gap between HOMO and LUMO, eV: 8.8

Last column: Löwdin charge in e.
Cartesian coordinates (Å):
C (-0.650, 0.486, -0.080)  -0.446
C (1.684, 0.151, 0.168)  -0.663
C (-2.057, 0.063, 0.296)  -0.115
N (0.383, -0.420, 0.229)  0.148
N (2.783, -0.641, -0.078)  -0.969
O (-0.388, 1.562, -0.537)  0.126
O (1.885, 1.336, 0.166)  0.050
O (-2.779, 0.402, -0.956)  -0.103
Br (2.695, -2.468, -0.286)  0.698
Br (4.448, 0.087, -0.342)  0.761
H (-2.127, -0.966, 0.496)  0.090
H (-2.388, 0.843, 1.086)  0.165
H (0.127, -1.375, 0.521)  0.124
H (-3.614, 0.939, -0.683)  0.133

=====

Molecular formula: C28H30BN5PtS2
Method: DFT, the ωB97M-V functional and the def2-TZVPD basis

Values from the calculation:
Electronic energy, Eh: -2299.38800
Net charge: 0
Lowest unoccupied orbital energy, Ha: 0.0117
ΔE to the lowest compared entry with this formula, charge and spin, kcal/mol: 14.92
Gap between HOMO and LUMO, eV: 7.4

Last column: Löwdin charge in e.
Cartesian coordinates (Å):
Pt (0.118, -0.039, -0.809)  0.666
C (2.422, 1.304, -3.591)  -0.029
N (2.305, -0.134, -3.707)  -0.117
C (2.188, -0.830, -4.886)  -0.040
C (2.077, -2.138, -4.552)  -0.058
N (2.134, -2.238, -3.189)  -0.023
B (2.087, -3.560, -2.384)  -0.441
N (0.725, -3.668, -1.597)  0.013
C (0.614, -4.651, -0.647)  -0.063
C (-0.614, -4.575, -0.084)  -0.049
N (-1.254, -3.530, -0.698)  -0.132
C (-2.567, -3.027, -0.360)  -0.045
C (-0.425, -2.986, -1.626)  -0.691
S (-0.945, -1.648, -2.589)  0.622
C (2.269, -1.012, -2.682)  -0.687
S (2.311, -0.574, -0.993)  0.656
H (1.915, 1.759, -4.439)  0.093
H (3.469, 1.604, -3.580)  0.098
H (1.948, 1.617, -2.661)  0.051
H (2.182, -0.336, -5.838)  0.120
H (1.949, -3.009, -5.166)  0.123
H (2.174, -4.471, -3.164)  0.074
H (2.960, -3.563, -1.564)  0.071
H (1.432, -5.318, -0.449)  0.123
H (-1.081, -5.152, 0.691)  0.117
H (-2.981, -3.665, 0.417)  0.090
H (-3.214, -3.038, -1.235)  0.081
H (-2.487, -2.002, 0.004)  0.077
C (-3.701, 4.808, -2.310)  -0.040
C (-3.013, 3.560, -1.847)  -0.261
C (-2.718, 3.332, -0.513)  -0.002
C (-2.070, 2.169, -0.134)  -0.099
N (-1.695, 1.224, -1.000)  -0.072
C (-2.012, 1.427, -2.292)  -0.163
C (-2.653, 2.560, -2.746)  -0.016
H (-3.820, 5.521, -1.496)  0.078
H (-4.690, 4.575, -2.706)  0.089
H (-3.135, 5.288, -3.109)  0.086
H (-2.980, 4.054, 0.248)  0.117
H (-1.841, 1.990, 0.904)  0.090
H (-1.735, 0.641, -2.975)  0.021
H (-2.871, 2.655, -3.801)  0.119
C (1.499, -1.563, 5.993)  -0.102
C (1.878, -0.355, 5.425)  -0.083
C (1.673, -0.115, 4.078)  -0.038
C (1.074, -1.079, 3.265)  -0.221
C (0.729, -2.302, 3.844)  -0.047
C (0.930, -2.542, 5.193)  -0.094
C (0.827, -0.900, 1.822)  -0.130
C (0.504, 0.224, 1.144)  -0.348
C (0.304, 1.520, 1.818)  -0.310
C (0.994, 2.656, 1.390)  -0.048
C (0.759, 3.885, 1.983)  -0.083
C (-0.177, 4.003, 3.002)  -0.096
C (-0.871, 2.879, 3.434)  -0.083
C (-0.632, 1.649, 2.848)  -0.079
H (1.663, -1.746, 7.047)  0.096
H (2.345, 0.407, 6.037)  0.101
H (1.998, 0.823, 3.650)  0.114
H (0.296, -3.072, 3.215)  0.105
H (0.648, -3.496, 5.619)  0.098
H (0.907, -1.819, 1.251)  0.069
H (1.705, 2.560, 0.578)  0.108
H (1.301, 4.759, 1.645)  0.100
H (-0.361, 4.967, 3.460)  0.097
H (-1.601, 2.964, 4.229)  0.103
H (-1.170, 0.771, 3.184)  0.127

=====

Molecular formula: C29H26N5Pt
Method: DFT, the ωB97M-V functional and the def2-TZVPD basis

Values from the calculation:
Electronic energy, Eh: -1513.45078
⟨S²⟩: 2.01
Net charge: +1
Spin multiplicity: 3
Lowest unoccupied orbital energy (spin up / spin down), Ha: -0.1122 / -0.1352
ΔE to the lowest compared entry with this formula, charge and spin, kcal/mol: 87.25
Gap between HOMO and LUMO (spin up / spin down), eV: 6.9 / 6.9

Last column: Löwdin charge in e.
Cartesian coordinates (Å):
Pt (0.569, 0.239, -1.133)  1.224
C (3.214, -0.419, -2.612)  -0.041
C (3.503, -0.648, -1.159)  -0.311
C (4.782, -0.998, -0.739)  -0.006
C (5.019, -1.212, 0.602)  -0.022
C (3.969, -1.071, 1.495)  0.003
C (2.714, -0.721, 1.028)  -0.180
N (2.489, -0.514, -0.292)  0.014
C (1.569, -0.600, 1.980)  -0.216
C (1.679, -0.527, 3.364)  0.005
C (0.503, -0.447, 4.102)  -0.030
C (-0.730, -0.422, 3.469)  0.013
C (-0.740, -0.471, 2.079)  -0.196
N (0.389, -0.574, 1.398)  0.117
C (-1.928, -0.411, 1.190)  -0.168
C (-3.230, -0.484, 1.490)  0.019
C (-4.289, -0.551, 0.465)  -0.056
C (-4.191, -0.594, -0.875)  -0.003
C (-2.952, -0.473, -1.750)  -0.315
C (-3.183, -0.522, -3.239)  -0.004
N (-1.565, -0.317, -0.172)  -0.030
H (4.137, -0.285, -3.173)  0.088
H (2.589, 0.467, -2.762)  0.055
H (2.681, -1.273, -3.034)  0.084
H (5.572, -1.092, -1.471)  0.122
H (6.005, -1.486, 0.953)  0.122
H (4.125, -1.250, 2.548)  0.112
H (2.633, -0.515, 3.870)  0.112
H (0.555, -0.390, 5.182)  0.118
H (-1.645, -0.349, 4.041)  0.118
H (-3.549, -0.543, 2.523)  0.115
H (-5.293, -0.613, 0.868)  0.108
H (-5.125, -0.691, -1.420)  0.122
H (-4.157, -0.114, -3.509)  0.087
H (-3.135, -1.547, -3.613)  0.091
H (-2.405, 0.055, -3.739)  0.080
C (-0.866, 2.704, -1.526)  -0.215
N (-1.067, 1.280, -1.851)  -0.157
C (-2.150, 0.698, -1.100)  -0.281
C (-1.874, -1.412, -1.118)  -0.371
C (-2.260, -2.798, -0.725)  0.048
C (-1.436, -3.651, -1.338)  0.002
C (-0.434, -2.836, -2.040)  -0.080
N (-0.651, -1.581, -1.923)  0.044
C (-0.061, 2.872, -0.258)  -0.258
C (1.336, 2.879, -0.324)  -0.103
C (2.108, 2.900, 0.833)  -0.082
C (1.492, 2.917, 2.073)  -0.083
C (0.102, 2.933, 2.152)  -0.071
C (-0.665, 2.911, 0.998)  -0.043
H (-1.830, 3.214, -1.440)  0.120
H (-0.332, 3.170, -2.357)  0.112
H (-2.782, 1.438, -0.605)  0.152
H (-3.126, -3.041, -0.130)  0.126
H (-1.477, -4.729, -1.335)  0.111
H (0.429, -3.216, -2.574)  0.122
H (1.817, 2.934, -1.296)  0.108
H (3.188, 2.930, 0.759)  0.111
H (2.086, 2.948, 2.977)  0.109
H (-0.383, 2.973, 3.119)  0.111
H (-1.747, 2.929, 1.072)  0.117